Record 1
ORCA calculation (ωB97M-V/def2-TZVPD) on a 4-piece molecular cluster, C10H24O6S2 overall in a non-equilibrium geometry.

The calculation puts the max |F| at 0.0523 Eh/bohr. As for the energy above the lowest of the compared OMol25 structures with the same formula, charge and spin: 0.9 kcal/mol. As for the SMILES: O=S1(=O)CCCC1.O=S1(=O)CCCC1.CO.CO. The value obtained for the HOMO-LUMO gap is 10.36 eV. The calculation puts the lowest unoccupied orbital energy at 0.0213 hartree. The calculation puts the total energy at -1643.1567 a.u.

Geometry as XYZ:
```
42
Properties=species:S:1:pos:R:3:lowdin_charge:R:1
O -0.0724 -1.7771 -3.1860 -0.3098
S -1.2057 -1.0602 -2.7057 0.6566
O -2.0017 -1.5989 -1.6210 -0.3273
C -0.7551 0.6439 -2.3775 -0.2152
C -1.9216 1.4131 -3.0660 -0.1998
C -2.1632 0.7780 -4.4458 -0.1999
C -2.2888 -0.6952 -4.0809 -0.2475
H 0.2259 0.8916 -2.7708 0.1048
H -0.6988 0.8529 -1.3217 0.0685
H -2.8063 1.3745 -2.4169 0.1228
H -1.6334 2.4576 -3.1006 0.1106
H -1.3981 0.8885 -5.1814 0.1092
H -3.0773 1.1286 -4.8883 0.1073
H -2.0326 -1.3699 -4.9766 0.1341
H -3.2678 -1.0419 -3.6730 0.1113
O 3.5181 0.8792 -1.4470 -0.3361
S 2.7576 1.2198 -0.2443 0.7187
O 1.4327 1.8656 -0.4712 -0.3574
C 2.6952 -0.1518 0.9268 -0.2323
C 2.6383 0.4108 2.3442 -0.1823
C 3.4854 1.7568 2.3240 -0.1687
C 3.6132 2.3530 0.8940 -0.2056
H 3.5407 -0.8134 0.8137 0.1064
H 1.7900 -0.6768 0.5700 0.0978
H 1.6198 0.5608 2.6238 0.0948
H 3.0582 -0.3154 3.0424 0.1139
H 4.4510 1.5600 2.7197 0.0897
H 2.9751 2.3784 3.0623 0.1092
H 4.6318 2.4606 0.5225 0.0997
H 3.1236 3.2825 0.7017 0.0827
C -1.6232 -0.4152 1.2943 -0.1596
O -0.8051 -1.5410 1.1843 -0.1391
H -2.5082 -0.4409 0.6384 0.0902
H -2.0268 -0.4988 2.2896 0.0682
H -1.1225 0.4872 1.0880 0.0568
H -0.8816 -1.8735 0.2573 0.0825
C -1.8985 -2.5255 4.4297 -0.2213
O -2.3484 -2.9026 3.1859 -0.1203
H -0.8258 -2.6945 4.5571 0.0754
H -2.1846 -1.4501 4.7267 0.0931
H -2.3632 -3.1464 5.2177 0.0750
H -1.6458 -2.6543 2.5609 0.0431
```

Record 2
ORCA calculation (ωB97M-V/def2-TZVPD) on C10H25AsF8N6O9S2Tl as an isolated structure in a non-equilibrium geometry.

The calculation puts the max |F| at 0.2135 Eh/bohr. The value obtained for the HOMO-LUMO gap is 1.18 eV. The calculation puts the lowest unoccupied orbital energy at -0.3959 hartree. The net charge is +1. The calculation puts the total energy at -5404.7701 a.u.

Geometry as XYZ:
```
62
Properties=species:S:1:pos:R:3:lowdin_charge:R:1
Tl -15.8352 -12.4256 -18.1114 0.9579
As -19.1262 -8.9254 -12.9608 0.9200
F -18.0326 -9.7657 -11.8084 -0.3068
F -17.7943 -7.6445 -13.2540 -0.3479
F -20.2112 -7.9802 -13.9636 -0.2825
F -20.4746 -10.0472 -12.5100 -0.3224
F -19.7262 -7.9886 -11.5834 -0.2976
F -18.5957 -10.0708 -14.3226 -0.3569
N -12.1536 -12.4540 -21.2072 -0.1337
S -11.9714 -13.0290 -22.5665 0.4461
O -10.9306 -13.9710 -22.9373 -0.1872
O -12.4578 -12.0582 -23.5630 -0.1574
F -13.1374 -14.1137 -22.3569 -0.1868
S -10.5707 -11.8142 -21.2237 0.5989
O -10.3266 -10.7009 -22.1322 -0.2005
O -9.5283 -12.7168 -20.8721 -0.2045
F -10.7724 -10.9954 -19.8092 -0.2052
O -20.2979 -14.5986 -16.6027 0.1489
C -21.3841 -14.9183 -16.2700 -0.6675
N -21.8242 -14.4846 -15.1027 0.2170
C -22.2570 -15.6158 -17.1776 0.0164
H -22.5646 -15.0424 -14.7015 0.1330
H -21.1764 -13.8324 -14.6844 0.1428
H -23.0137 -14.8642 -17.4025 0.1130
H -22.6532 -16.5360 -16.7481 0.1032
H -21.6542 -15.8532 -18.0541 0.0981
O -15.7684 -17.6816 -18.9082 0.0731
C -15.5812 -18.8188 -19.2531 -0.6082
N -16.1862 -19.7452 -18.5360 0.1723
C -14.8966 -19.2618 -20.5448 0.0107
H -16.3235 -20.6845 -18.8809 0.1214
H -16.6832 -19.3523 -17.7494 0.1261
H -15.6428 -19.1509 -21.3317 0.0915
H -14.6115 -20.3136 -20.5712 0.0774
H -13.9632 -18.7691 -20.8170 0.0834
O -18.7093 -13.9708 -22.3890 0.0674
C -19.2840 -14.0754 -23.4730 -0.5916
N -19.1057 -13.2313 -24.4660 0.1876
C -20.0937 -15.2885 -23.7850 0.0104
H -19.4652 -13.4857 -25.3749 0.1181
H -18.6273 -12.3485 -24.3568 0.1315
H -20.4997 -15.1410 -24.7857 0.0802
H -20.9156 -15.3367 -23.0707 0.0973
H -19.5490 -16.2320 -23.7517 0.0978
O -12.1179 -15.5920 -16.6960 0.1041
C -11.3994 -16.4782 -17.1339 -0.5885
N -10.6781 -16.3842 -18.1760 0.2103
C -11.3837 -17.7930 -16.3391 0.0239
H -10.6681 -15.6132 -18.8283 0.1352
H -10.0152 -17.0717 -18.5046 0.1345
H -10.5408 -18.4188 -16.6322 0.0822
H -12.3354 -18.3183 -16.2584 0.0898
H -11.2162 -17.6337 -15.2739 0.0904
O -14.7938 -7.3432 -18.1023 0.1400
C -14.4309 -6.2948 -17.6476 -0.5891
N -15.2016 -5.4578 -16.9748 0.2137
C -12.9888 -5.9312 -17.8090 0.0179
H -14.8694 -4.5562 -16.6638 0.1286
H -16.1952 -5.6346 -16.9339 0.1382
H -12.3852 -6.6014 -17.1970 0.0994
H -12.7612 -4.9517 -17.3884 0.0856
H -12.6284 -5.9119 -18.8374 0.0990
```

Record 3
ORCA calculation (ωB97M-V/def2-TZVPD) on C10H25AsN5OS4Tc as an isolated structure.

The calculation puts the max |F| at 0.0151 Eh/bohr. As for the energy above the lowest of the compared OMol25 structures with the same formula, charge and spin: 0.0 kcal/mol. The value obtained for the HOMO-LUMO gap is 5.44 eV. The calculation puts the lowest unoccupied orbital energy at -0.5842 hartree. The net charge is +4. The calculation puts the total energy at -4652.7542 a.u.

Geometry as XYZ:
```
47
Properties=species:S:1:pos:R:3:lowdin_charge:R:1
Tc 0.6012 0.5150 -0.8435 0.9959
S 3.0881 4.3478 -3.2234 0.3672
As 2.0031 2.5420 -2.9413 0.0076
S -0.0096 2.2930 -1.8838 0.3834
S 2.5852 0.6834 -1.7997 0.3232
S 2.3907 3.1314 -4.9441 0.3755
C 2.0733 -0.1853 3.2765 0.0121
N 1.0927 0.9128 3.2979 -0.1071
C 0.5035 1.1864 4.6284 0.0311
C 0.7315 1.5872 2.2199 -0.3259
N 0.7980 0.8434 0.9876 -0.0700
N 0.3273 2.8386 2.2311 -0.0962
C 0.7738 3.7836 3.2826 0.0310
C -0.5932 3.4098 1.2452 -0.0309
H 2.6361 -0.1481 4.2083 0.1280
H 2.7949 -0.0575 2.4705 0.1061
H 1.5731 -1.1565 3.2326 0.1180
H 0.2974 0.2196 5.0854 0.1226
H -0.4281 1.7324 4.5202 0.1081
H 1.2022 1.7341 5.2591 0.1207
H 1.0000 -0.1266 1.2980 0.0894
H 1.6906 3.4255 3.7397 0.1099
H -0.0015 3.9310 4.0324 0.1196
H 0.9731 4.7325 2.7877 0.1203
H -1.3091 2.6632 0.9030 0.0856
H -0.0441 3.8558 0.4161 0.0635
H -1.1559 4.2019 1.7351 0.1231
C 0.9222 -2.3923 -3.5953 0.0190
N -0.2290 -2.8350 -2.7967 -0.0811
C -0.5246 -4.2866 -2.8702 0.0441
C -0.9057 -2.0319 -2.0241 -0.3275
O -0.2343 -0.8709 -1.6123 -0.2920
N -2.1355 -2.1522 -1.5949 -0.0843
C -2.6188 -1.4964 -0.3742 0.0165
C -3.1718 -2.8704 -2.3790 0.0441
H 0.9213 -2.9643 -4.5210 0.1243
H 1.8511 -2.5946 -3.0610 0.1131
H 0.8290 -1.3385 -3.8456 0.0846
H 0.4207 -4.8115 -2.7402 0.1234
H -0.9442 -4.5313 -3.8449 0.1241
H -1.2064 -4.5743 -2.0773 0.1052
H -1.8235 -1.4232 0.3659 0.0861
H -3.4041 -2.1200 0.0484 0.1235
H -3.0425 -0.5180 -0.6058 0.1125
H -2.8053 -3.0903 -3.3758 0.1059
H -4.0332 -2.2081 -2.4521 0.1230
H -3.4597 -3.7864 -1.8652 0.1235
```

Record 4
ORCA calculation (ωB97M-V/def2-TZVPD) on C10H25ClFGdNP2 as an isolated structure in a non-equilibrium geometry.

The calculation puts the max |F| at 0.0808 Eh/bohr. The value obtained for the HOMO-LUMO gap (alpha / beta) is 6.23 / 7.66 eV. The multiplicity is 8. The calculation puts the lowest unoccupied orbital energy (alpha / beta) at -0.4489 / -0.4257 hartree. The net charge is +3. The calculation puts the total energy at -2458.0192 a.u.

Geometry as XYZ:
```
41
Properties=species:S:1:pos:R:3:lowdin_charge:R:1
C 3.6606 0.5765 -0.0249 -0.0999
C 3.0373 -0.7860 -0.3724 -0.2816
C 1.9947 -1.3156 0.6303 -0.2692
P 0.2370 -1.1116 0.2699 0.8295
F -0.1822 -2.6477 0.9327 -0.3201
C -0.5599 -1.8033 -1.3071 -0.4154
N 0.4628 -2.4003 -2.1097 0.0391
C -0.8120 -0.4258 1.6212 -0.2351
C -2.3136 -0.7068 1.5047 -0.5031
C -3.2415 0.1059 2.3925 -0.4623
Cl -4.8588 0.0430 1.6047 0.6685
P 0.5263 1.1412 -0.7502 1.0649
C 0.8664 1.1831 -2.5249 -0.2547
C -0.8870 2.2606 -0.4678 -0.4151
C -0.7135 3.2105 0.7402 -0.1221
H 3.2866 0.9763 0.9233 0.0734
H 4.7411 0.4976 0.0871 0.0949
H 3.4753 1.3404 -0.7839 0.0604
H 2.6348 -0.8010 -1.3864 0.0682
H 3.8219 -1.5450 -0.3855 0.1266
H 2.1134 -0.8415 1.6141 0.1173
H 2.0983 -2.3934 0.7778 0.1098
H -1.1614 -1.0687 -1.8626 0.0820
H -1.2255 -2.5912 -0.8997 -0.0098
H 0.5070 -2.0199 -3.0469 0.1039
H 0.3840 -3.4025 -2.2212 0.1167
H -0.6203 0.6273 1.8343 0.0921
H -0.4643 -1.0010 2.4868 0.1306
H -2.6565 -0.5823 0.4713 -0.0916
H -2.4679 -1.7756 1.7832 0.0588
H -2.9190 1.1421 2.4918 0.1041
H -3.3195 -0.3260 3.3903 0.1226
H 1.5484 2.0170 -2.7329 0.0811
H 1.3584 0.2764 -2.8726 0.0367
H -0.0535 1.3800 -3.0830 0.0665
H -0.9908 2.8322 -1.3949 0.0910
H -1.8084 1.6684 -0.3795 0.0673
H 0.1667 2.9836 1.3472 0.0707
H -0.6002 4.2377 0.3938 0.0956
H -1.5833 3.1997 1.3972 0.0727
Gd -3.4818 -2.1546 -0.0883 1.8350
```

Record 5
ORCA calculation (ωB97M-V/def2-TZVPD) on C10H25N2O5S as an isolated structure in a non-equilibrium geometry.

The calculation puts the max |F| at 0.1970 Eh/bohr. As for the energy above the lowest of the compared OMol25 structures with the same formula, charge and spin: 32.5 kcal/mol. The value obtained for the HOMO-LUMO gap is 10.27 eV. The calculation puts the lowest unoccupied orbital energy at -0.1121 hartree. The net charge is +1. The calculation puts the total energy at -1279.4545 a.u.

Geometry as XYZ:
```
43
Properties=species:S:1:pos:R:3:lowdin_charge:R:1
C 0.1560 -1.7780 -2.1279 0.0090
C 0.4680 -2.7650 -1.0199 -0.2749
O 0.9310 -3.8780 -1.2899 0.1356
N 0.3310 -2.3350 0.4841 0.0608
H 1.2920 -2.1940 0.7021 0.1258
H -0.1330 -1.3800 0.5551 0.0683
C 0.0090 -3.4000 1.4271 -0.0225
H 0.8790 -1.7000 -3.0299 0.1475
H -0.1430 -0.6990 -1.9299 0.0915
H -0.5980 -2.1200 -2.6569 0.0230
H -1.1130 -3.3930 1.4101 0.1086
H -0.1070 -3.0390 2.4281 0.0913
H 0.4690 -4.4050 1.3511 0.1264
C -3.1130 1.2780 -1.1269 -0.0390
C -3.8440 0.8750 0.1491 -0.4477
O -4.8300 1.5620 0.4971 0.0971
N -3.3390 -0.2610 0.8811 -0.0421
H -3.6870 -1.1620 0.3401 0.2133
H -1.9860 -0.0970 0.9021 0.0704
C -4.1720 -0.3190 2.1591 -0.0483
H -3.6550 1.8990 -1.9829 0.1272
H -2.7860 0.4610 -1.9249 0.1060
H -2.1150 1.8950 -1.0979 0.1027
H -5.1700 -0.2070 2.2521 0.0342
H -3.9160 0.6850 2.7201 0.1357
H -3.7380 -1.2870 2.6761 0.1283
O -0.8250 -0.0730 0.7291 -0.1047
H -0.8140 0.5660 0.1471 -0.1059
C 2.5440 2.9030 0.2001 -0.2165
C 3.9500 2.5100 0.1431 -0.3359
C 4.1850 1.5110 -0.7129 -0.2990
S 2.7380 0.5420 -0.7349 0.5574
O 3.0420 -0.5910 0.0181 -0.2761
O 2.3800 0.3400 -2.0649 -0.2782
C 1.6920 1.6460 0.0561 -0.2455
H 2.2630 3.4260 -0.7089 0.1229
H 2.0270 3.5270 0.8881 0.1218
H 4.2010 2.2220 1.1761 0.1466
H 4.5520 3.4620 -0.0039 0.1685
H 5.2490 0.9790 -0.4699 0.1935
H 4.3830 1.7890 -1.7969 0.1461
H 1.5990 1.2140 1.0621 0.1152
H 0.7430 1.7910 -0.6769 0.1615
```

Record 6
ORCA calculation (ωB97M-V/def2-TZVPD) on C10H26BCoLiO4 as an isolated structure in a non-equilibrium geometry.

The calculation puts the max |F| at 0.0426 Eh/bohr. As for the energy above the lowest of the compared OMol25 structures with the same formula, charge and spin: 0.0 kcal/mol. The value obtained for the HOMO-LUMO gap (alpha / beta) is 8.11 / 7.85 eV. The multiplicity is 4. The calculation puts the lowest unoccupied orbital energy (alpha / beta) at -0.0162 / -0.0164 hartree. The calculation puts the total energy at -2112.6650 a.u.

Geometry as XYZ:
```
43
Properties=species:S:1:pos:R:3:lowdin_charge:R:1
Co 0.1339 0.2473 0.0423 0.6675
Li 0.8487 2.1456 -2.0694 0.7776
C -1.2014 3.0301 0.4752 -0.2809
O -0.4139 2.2132 -0.3376 -0.4641
H -2.0491 3.4154 -0.1114 0.0605
H -1.6572 2.4718 1.3039 0.0658
H -0.6668 3.8929 0.8904 0.0626
C 2.2574 -0.5330 -2.4173 -0.2921
O 1.4778 0.2208 -1.5521 -0.4550
H 1.9829 -1.5943 -2.4862 0.0626
H 2.1697 -0.1757 -3.4584 0.0576
H 3.3287 -0.4599 -2.1875 0.0641
B -0.5977 -1.1637 1.4762 -0.3817
H -0.6770 -0.0609 1.7866 -0.0072
H 0.2879 -1.4051 0.7791 -0.0062
H -0.4925 -1.8643 2.3932 0.0014
H -1.5944 -1.3893 0.9179 -0.0159
C -3.5434 -0.6547 -2.4528 -0.1429
C -2.4877 -1.4946 -3.1716 -0.1551
C -1.4711 -1.6785 -2.0655 -0.1937
O -1.4053 -0.4191 -1.4100 -0.2383
C -2.7062 0.1739 -1.4518 -0.1676
H -4.2752 -1.2589 -1.9206 0.1126
H -4.0447 -0.0148 -3.1789 0.1072
H -1.9617 -0.9187 -3.9411 0.1166
H -2.8057 -2.4262 -3.6328 0.1154
H -0.4909 -2.0276 -2.3853 0.1223
H -1.8476 -2.4041 -1.3305 0.1293
H -2.6582 1.2125 -1.7769 0.1146
H -3.1671 0.1467 -0.4626 0.1252
C 2.7308 -0.7637 2.8226 -0.1518
C 1.9281 0.2384 3.6450 -0.1360
C 1.6570 1.3756 2.6326 -0.1728
O 1.7010 0.7420 1.3659 -0.2596
C 2.7926 -0.1899 1.4104 -0.1633
H 2.2210 -1.7295 2.8127 0.1086
H 3.7139 -0.9592 3.2521 0.1099
H 2.5144 0.5995 4.4894 0.1074
H 0.9535 -0.1063 3.9798 0.1064
H 2.3785 2.1973 2.7187 0.1244
H 0.6785 1.8472 2.7223 0.1185
H 3.6771 0.4464 1.2714 0.1293
H 2.7814 -0.9246 0.6126 0.1168
```